# C6H16NO

A cluster of 2 separate species, C6H16NO in total at a distorted geometry (ωB97M-V/def2-TZVPD, OMol25).

As for the net charge: +1. As for the electronic energy: -367.93441 Eh. The multiplicity is 1. The calculation puts the relative energy (zero: lowest compared OMol25 entry of this formula, charge and spin) at 126.1 kJ/mol.

Bonds (Å) are listed after each position.
Positions of all 24 atoms, in Å:
1 C -1.002 1.375 -1.582  C2 1.500, H8 1.094, H9 1.088, H10 1.094
2 C -1.034 0.757 -0.215  C1 1.500, C3 1.535, N7 1.561, H11 1.091
3 C 0.325 0.438 0.423  C2 1.535, C4 1.490, H12 1.088, H13 1.109
4 C 1.316 -0.176 -0.505  C3 1.490, C5 1.325, H14 1.095
5 C 1.694 -1.442 -0.602  C4 1.325, C6 1.482, H15 1.087
6 C 2.595 -2.039 -1.616  C5 1.482, H16 1.095, H17 1.087, H18 1.103
7 N -1.721 1.760 0.764  C2 1.561, H19 1.016, H20 1.030, H21 1.020
8 H -0.297 0.858 -2.240  C1 1.094
9 H -1.983 1.441 -2.047  C1 1.088
10 H -0.539 2.366 -1.594  C1 1.094
11 H -1.650 -0.142 -0.160  C2 1.091
12 H 0.103 -0.287 1.202  C3 1.088
13 H 0.765 1.365 0.845  C3 1.109
14 H 1.843 0.530 -1.155  C4 1.095
15 H 1.232 -2.187 0.041  C5 1.087
16 H 3.065 -2.947 -1.225  C6 1.095
17 H 3.435 -1.454 -1.983  C6 1.087
18 H 2.037 -2.529 -2.431  C6 1.103
19 H -0.922 2.337 1.012  N7 1.016
20 H -1.926 1.238 1.628  N7 1.030
21 H -2.614 2.127 0.433  N7 1.020
22 H -0.898 -1.471 3.778  O24 0.989
23 H -2.322 -1.210 3.609  O24 0.960
24 O -1.505 -0.706 3.620  H22 0.989, H23 0.960

---

# C6H16NO

A cluster of 2 separate species, C6H16NO in total at a distorted geometry (ωB97M-V/def2-TZVPD, OMol25).

As for the net charge: +1. As for the electronic energy: -367.89589 Eh. The multiplicity is 1. The calculation puts the relative energy (zero: lowest compared OMol25 entry of this formula, charge and spin) at 227.2 kJ/mol.

Bonds (Å) are listed after each position.
Positions of all 24 atoms, in Å:
1 C -0.183 -2.310 -1.909  C2 1.477, H8 1.123, H9 1.144, H10 1.109
2 C -0.166 -1.126 -1.027  C1 1.477, C3 1.525, N7 1.556, H11 1.180
3 C 1.015 -0.912 -0.085  C2 1.525, C4 1.577, H12 1.173, H13 1.144
4 C 0.750 0.211 0.990  C3 1.577, C6 1.475, H14 1.191, H15 1.156
5 C -0.523 0.134 3.102  C6 1.358, H16 1.073, H17 1.021
6 C -0.492 -0.016 1.753  C4 1.475, C5 1.358, H18 1.135
7 N -0.411 0.137 -1.902  C2 1.556, H19 1.053, H20 0.995, H21 1.029
8 H -0.464 -3.210 -1.299  C1 1.123
9 H -0.931 -2.053 -2.734  C1 1.144
10 H 0.737 -2.656 -2.423  C1 1.109
11 H -1.054 -1.216 -0.253  C2 1.180
12 H 1.118 -2.002 0.335  C3 1.173
13 H 1.945 -0.785 -0.738  C3 1.144
14 H 0.618 1.197 0.336  C4 1.191
15 H 1.773 0.347 1.510  C4 1.156
16 H 0.260 0.522 3.724  C5 1.073
17 H -1.306 -0.024 3.739  C5 1.021
18 H -1.494 -0.134 1.232  C6 1.135
19 H 0.511 0.447 -2.305  N7 1.053
20 H -0.804 0.909 -1.411  N7 0.995
21 H -1.022 -0.132 -2.685  N7 1.029
22 H -0.382 3.916 0.142  O24 0.944
23 H 0.925 3.262 0.146  O24 0.971
24 O 0.006 3.096 -0.118  H22 0.944, H23 0.971

---

# C6H16NPS3

The molecule C6H16NPS3 at a distorted geometry (ωB97M-V/def2-TZVPD, OMol25).

As for the net charge: 0. As for the electronic energy: -1828.88795 Eh. Its SMILES is CCNP(=S)(SCC)SCC. The multiplicity is 1. The calculation puts the relative energy (zero: lowest compared OMol25 entry of this formula, charge and spin) at 0.0 kJ/mol.

Bonds (Å) are listed after each position.
Positions of all 27 atoms, in Å:
1 C 2.904 1.844 -1.561  C4 1.585, H12 1.106, H13 1.049, H14 1.026
2 C -1.211 2.720 2.410  C5 1.486, H15 1.110, H16 1.129, H17 1.063
3 C -2.875 -3.542 -1.029  C6 1.511, H18 1.058, H19 1.023, H20 1.085
4 C 2.513 0.398 -1.044  C1 1.585, N7 1.410, H21 1.154, H22 1.135
5 C -0.330 2.092 1.393  C2 1.486, S10 1.839, H23 1.202, H24 1.104
6 C -2.086 -2.500 -0.272  C3 1.511, S11 1.818, H25 1.069, H26 1.122
7 N 1.103 0.375 -1.078  C4 1.410, P8 1.690, H27 1.018
8 P -0.037 -0.452 -0.143  N7 1.690, S9 1.936, S10 2.129, S11 2.074
9 S 0.796 -1.216 1.429  P8 1.936
10 S -1.376 1.168 0.196  C5 1.839, P8 2.129
11 S -0.958 -1.742 -1.480  C6 1.818, P8 2.074
12 H 2.514 2.570 -0.823  C1 1.106
13 H 3.932 1.998 -1.700  C1 1.049
14 H 2.475 1.967 -2.485  C1 1.026
15 H -1.756 3.626 2.071  C2 1.110
16 H -1.697 1.853 2.944  C2 1.129
17 H -0.702 3.107 3.260  C2 1.063
18 H -2.980 -4.515 -0.626  C3 1.058
19 H -3.798 -3.115 -1.138  C3 1.023
20 H -2.402 -3.694 -1.993  C3 1.085
21 H 3.042 -0.243 -1.844  C4 1.154
22 H 2.937 0.252 -0.002  C4 1.135
23 H 0.326 1.228 1.911  C5 1.202
24 H 0.334 2.866 0.969  C5 1.104
25 H -1.399 -2.779 0.499  C6 1.069
26 H -2.801 -1.694 0.041  C6 1.122
27 H 0.623 0.613 -1.942  N7 1.018

---

What are the HOMO values for these records? In order: -12.787; -12.761; -8.670 eV.